Here is a cluster of 2 separate species, C2H5BrN in total in a non-equilibrium geometry from the OMol25 dataset. Energies are from ωB97M-V/def2-TZVPD.

Each line ends with the Löwdin charge.
Atoms and positions in Å:
C 0.31 -0.68 0.36  -0.110
C 0.67 0.74 0.50  -0.790
N 0.09 0.31 -0.72  0.006
Br 2.50 1.17 0.46  0.827
H 1.15 -1.47 0.30  0.165
H -0.69 -1.01 0.83  0.165
H -0.02 1.74 1.42  0.285
H 0.79 0.27 -1.52  0.182
H -0.91 0.58 -1.18  0.272

The spin multiplicity is 1. The strongest force on any atom comes out at 6.165 eV Å⁻¹. The calculation puts the molar mass at 123.0 g mol⁻¹. The value obtained for the gap between HOMO and LUMO is 10.97 eV. Its LUMO energy is -4.29 eV. Its HOMO energy is -15.3 eV. As for the total charge: +1.

---

Here is a cluster of 2 separate species, C2H5BrN2O2 in total in a non-equilibrium geometry from the OMol25 dataset. Energies are from ωB97M-V/def2-TZVPD.

Each line ends with the Löwdin charge.
Atoms and positions in Å:
C -1.48 0.09 0.35  -0.407
C 0.01 0.14 -0.05  -0.299
N 0.57 1.31 -0.14  0.199
N 0.69 -0.98 -0.28  0.145
O -2.02 -1.12 0.54  0.136
O -2.11 1.14 0.34  0.128
Br 3.67 0.12 -0.22  -0.291
H -0.09 2.05 -0.16  0.118
H 1.53 1.22 -0.61  0.027
H 1.83 -1.04 -0.32  -0.035
H -2.96 -0.98 0.81  0.160
H 0.37 -1.94 -0.25  0.120

The spin multiplicity is 1. The strongest force on any atom comes out at 2.805 eV Å⁻¹. The calculation puts the molar mass at 169.0 g mol⁻¹. The value obtained for the gap between HOMO and LUMO is 7.02 eV. Its LUMO energy is -1.24 eV. Its HOMO energy is -8.3 eV. As for the total charge: 0.

---

Here is the ion C2H5BrN3 with charge +1 in a non-equilibrium geometry from the OMol25 dataset. Energies are from ωB97M-V/def2-TZVPD.

Each line ends with the Löwdin charge.
Atoms and positions in Å:
Br 2.68 -0.50 0.15  0.845
C 1.00 -0.07 -0.65  -0.664
N 0.51 1.55 -0.35  0.104
N -0.48 1.60 0.30  0.016
C -1.07 0.38 0.52  -0.114
N -0.08 -0.74 0.03  0.009
H 0.82 -0.05 -1.70  0.102
H -1.14 0.41 1.63  0.157
H -2.01 0.25 -0.03  0.152
H 0.37 -1.40 0.73  0.160
H -0.62 -1.44 -0.63  0.232

The spin multiplicity is 1. The strongest force on any atom comes out at 3.602 eV Å⁻¹. The calculation puts the molar mass at 151.0 g mol⁻¹. The value obtained for the gap between HOMO and LUMO is 10.15 eV. Its LUMO energy is -4.34 eV. Its HOMO energy is -14.5 eV. As for the total charge: +1.

---

Here is the ion C2H5BrN3 with charge +1 in a non-equilibrium geometry from the OMol25 dataset. Energies are from ωB97M-V/def2-TZVPD.

Each line ends with the Löwdin charge.
Atoms and positions in Å:
Br 2.46 -0.09 1.51  0.676
C 0.50 -0.50 0.97  -0.521
N 0.37 -1.54 -0.05  0.013
N -0.30 -1.25 -1.01  0.058
C -0.72 0.15 -1.03  -0.105
N -0.03 0.77 0.19  0.070
H -0.06 -0.83 1.95  0.156
H -0.55 0.47 -2.01  0.115
H -1.86 0.06 -0.93  0.175
H 0.85 1.25 -0.18  0.155
H -0.66 1.52 0.59  0.209

The spin multiplicity is 1. The strongest force on any atom comes out at 3.931 eV Å⁻¹. The calculation puts the molar mass at 151.0 g mol⁻¹. The value obtained for the gap between HOMO and LUMO is 9.94 eV. Its LUMO energy is -5.11 eV. Its HOMO energy is -15.1 eV. As for the total charge: +1.

---

Here is a cluster of 2 separate species, C2H5BrOS in total in a non-equilibrium geometry from the OMol25 dataset. Energies are from ωB97M-V/def2-TZVPD.

Each line ends with the Löwdin charge.
Atoms and positions in Å:
C 0.66 -0.54 -0.53  -0.200
C 0.53 0.36 0.68  -0.445
O -0.90 1.80 -0.97  -0.565
S -1.08 1.36 0.42  0.855
Br -3.17 -1.62 0.49  -0.032
H 0.28 -1.53 -0.38  0.052
H 0.06 0.01 -1.33  0.063
H 1.70 -0.67 -0.85  0.075
H 1.50 1.03 0.80  0.119
H 0.43 -0.20 1.65  0.078

The spin multiplicity is 1. The strongest force on any atom comes out at 2.458 eV Å⁻¹. The calculation puts the molar mass at 157.0 g mol⁻¹. The value obtained for the gap between HOMO and LUMO (spin up / spin down) is 9.05 / 5.74 eV. Its LUMO energy (spin up / spin down) is -1.45 / -3.50 eV. Its HOMO energy (spin up / spin down) is -10.5 / -9.2 eV. As for the total charge: 0.

---

Here is an isolated molecule of C2H5BrS in a non-equilibrium geometry from the OMol25 dataset. Energies are from ωB97M-V/def2-TZVPD.

Each line ends with the Löwdin spin population.
Atoms and positions in Å:
C 0.66 0.39 -0.55  0.044
C -0.04 -0.42 0.45  0.421
S -1.62 -0.90 -0.08  0.548
Br 0.00 0.52 2.32  0.927
H 0.04 1.19 -0.65  0.006
H 1.70 0.38 -0.34  0.005
H 0.62 -0.12 -1.46  0.013
H 0.58 -1.41 0.90  0.002
H -1.94 0.37 -0.58  0.032

The spin multiplicity is 3. The strongest force on any atom comes out at 6.396 eV Å⁻¹. The calculation puts the molar mass at 141.0 g mol⁻¹. The value obtained for the gap between HOMO and LUMO (spin up / spin down) is 5.83 / 5.91 eV. Its LUMO energy (spin up / spin down) is 0.62 / -3.77 eV. Its HOMO energy (spin up / spin down) is -5.2 / -9.7 eV. As for the total charge: 0.

---

Here is a structure of composition C2H5BrS3 in a non-equilibrium geometry from the OMol25 dataset. Energies are from ωB97M-V/def2-TZVPD.

Each line ends with the Löwdin charge.
Atoms and positions in Å:
C 0.66 -1.27 -0.04  -0.727
C -0.12 1.42 -0.23  -0.434
S 2.49 -0.83 0.34  0.638
S -0.03 0.05 -1.16  0.775
S -2.91 1.05 0.89  -0.133
Br -2.80 -0.73 -0.22  0.075
H 0.83 -2.23 -0.51  0.015
H 0.38 -1.46 0.99  0.032
H -0.61 2.17 -0.78  0.001
H -0.10 1.47 0.81  -0.013
H 2.22 0.36 -0.09  -0.229

The spin multiplicity is 1. The strongest force on any atom comes out at 2.582 eV Å⁻¹. The calculation puts the molar mass at 205.2 g mol⁻¹. The value obtained for the gap between HOMO and LUMO (spin up / spin down) is 7.13 / 6.18 eV. Its LUMO energy (spin up / spin down) is -1.13 / -1.82 eV. Its HOMO energy (spin up / spin down) is -8.3 / -8.0 eV. As for the total charge: 0.

---

Here is a structure of composition C2H5CaNO in a non-equilibrium geometry from the OMol25 dataset. Energies are from ωB97M-V/def2-TZVPD.

Each line ends with the Löwdin charge.
Atoms and positions in Å:
O -1.22 -0.63 -0.27  -0.148
C -0.16 -0.17 0.12  -0.547
N 0.38 -0.50 1.33  0.206
C 0.67 0.81 -0.69  0.016
H 1.27 -0.11 1.65  0.148
H -0.14 -1.15 1.93  0.137
H 0.16 1.01 -1.65  0.091
H 1.67 0.39 -0.91  0.112
H 0.80 1.76 -0.15  0.112
Ca -3.41 -1.42 -1.35  1.873

The spin multiplicity is 1. The strongest force on any atom comes out at 4.468 eV Å⁻¹. The calculation puts the molar mass at 99.1 g mol⁻¹. The value obtained for the gap between HOMO and LUMO is 7.57 eV. Its LUMO energy is -10.53 eV. Its HOMO energy is -18.1 eV. As for the total charge: +2.

---

Here is a cluster of 2 separate species, C2H5Cl3P2 in total in a non-equilibrium geometry from the OMol25 dataset. Energies are from ωB97M-V/def2-TZVPD.

Each line ends with the Löwdin charge.
Atoms and positions in Å:
C -0.21 1.11 -0.01  -1.205
C -0.38 -0.21 -0.73  -1.562
P -0.56 1.23 1.78  0.759
P 0.42 -1.73 0.06  0.784
Cl -0.31 2.60 -0.88  0.572
Cl 0.06 -0.01 -2.52  0.466
Cl -2.09 -0.55 -0.62  0.546
H 1.79 0.83 0.07  0.169
H -1.08 -0.04 2.15  -0.104
H 0.67 0.81 2.08  -0.155
H 0.11 -2.60 -0.92  -0.122
H 1.60 -1.44 -0.47  -0.149

The spin multiplicity is 1. The strongest force on any atom comes out at 3.851 eV Å⁻¹. The calculation puts the molar mass at 197.4 g mol⁻¹. The value obtained for the gap between HOMO and LUMO (spin up / spin down) is 7.99 / 8.58 eV. Its LUMO energy (spin up / spin down) is -1.00 / -1.05 eV. Its HOMO energy (spin up / spin down) is -9.0 / -9.6 eV. As for the total charge: 0.

---

Here is a cluster of 2 separate species, C2H5ClN2 in total in a non-equilibrium geometry from the OMol25 dataset. Energies are from ωB97M-V/def2-TZVPD.

Each line ends with the Löwdin charge.
Atoms and positions in Å:
C -0.55 0.94 0.96  0.041
C 0.08 2.27 -0.97  -0.038
N -0.42 1.57 -0.03  -0.153
N 0.13 -2.79 0.24  -0.422
Cl 1.86 -2.74 0.17  0.441
H -1.40 0.40 1.37  0.042
H 0.40 1.79 -1.91  0.077
H -0.17 -1.99 -0.29  -0.013
H 0.11 3.28 -0.75  0.039
H -0.05 -2.73 1.21  -0.014

The spin multiplicity is 1. The strongest force on any atom comes out at 2.555 eV Å⁻¹. The calculation puts the molar mass at 92.5 g mol⁻¹. The value obtained for the gap between HOMO and LUMO is 8.70 eV. Its LUMO energy is 0.69 eV. Its HOMO energy is -8.0 eV. As for the total charge: 0.